{"formula": "C31H36N5O5PSTc", "method": "ωB97M-V/def2-TZVPD", "symbols": ["Tc", "O", "C", "O", "C", "O", "O", "N", "P", "C", "C", "C", "C", "C", "C", "C", "C", "C", "C", "C", "C", "C", "C", "C", "C", "C", "C", "H", "H", "H", "H", "H", "H", "H", "H", "H", "H", "H", "H", "H", "H", "H", "N", "C", "C", "C", "N", "C", "C", "H", "H", "H", "H", "H", "H", "C", "N", "C", "S", "N", "C", "H", "H", "H", "H", "H", "H", "H", "H", "C", "C", "C", "O", "H", "H", "H", "H", "H", "H", "H"], "coordinates": [[-0.067, 0.929, -0.876], [3.223, 1.284, 1.576], [2.313, 1.368, 0.772], [1.501, 0.407, 0.442], [1.999, 2.718, 0.028], [2.641, 3.718, 0.229], [0.989, 2.600, -0.790], [0.596, -2.122, 1.355], [1.035, -2.207, 2.930], [0.269, -0.971, 3.977], [-0.940, -1.243, 4.619], [-1.586, -0.236, 5.318], [-1.033, 1.038, 5.368], [0.160, 1.310, 4.715], [0.816, 0.311, 4.014], [2.814, -2.067, 2.982], [3.458, -1.591, 4.122], [4.839, -1.495, 4.137], [5.573, -1.877, 3.024], [4.933, -2.377, 1.899], [3.552, -2.480, 1.874], [0.559, -3.828, 3.537], [0.621, -4.085, 4.907], [0.362, -5.358, 5.384], [0.043, -6.380, 4.499], [-0.003, -6.130, 3.136], [0.264, -4.858, 2.650], [-1.369, -2.237, 4.574], [-2.518, -0.446, 5.827], [-1.542, 1.824, 5.910], [0.578, 2.309, 4.732], [1.739, 0.533, 3.489], [2.883, -1.275, 4.983], [5.339, -1.095, 5.009], [6.651, -1.775, 3.030], [5.508, -2.674, 1.032], [3.045, -2.855, 0.994], [0.869, -3.283, 5.594], [0.410, -5.558, 6.447], [-0.160, -7.376, 4.873], [-0.241, -6.930, 2.446], [0.259, -4.663, 1.585], [-3.807, 3.460, -5.202], [-2.985, 2.889, -4.251], [-2.596, 1.550, -4.326], [-1.815, 1.009, -3.330], [-1.397, 1.697, -2.250], [-1.791, 2.983, -2.172], [-2.554, 3.605, -3.133], [-3.827, 3.015, -6.104], [-3.812, 4.465, -5.241], [-2.893, 0.937, -5.168], [-1.502, -0.026, -3.367], [-1.456, 3.518, -1.294], [-2.823, 4.648, -3.011], [-4.746, -0.288, -0.513], [-3.484, 0.201, 0.008], [-3.221, 0.697, 1.219], [-1.880, 1.680, 1.500], [-4.047, 0.378, 2.250], [-4.759, -0.884, 2.402], [-4.901, 0.138, -1.505], [-5.567, 0.033, 0.123], [-4.765, -1.377, -0.605], [-2.687, 0.215, -0.617], [-3.791, 0.856, 3.096], [-5.840, -0.765, 2.318], [-4.538, -1.304, 3.384], [-4.423, -1.599, 1.654], [-0.836, -2.149, 1.009], [-1.107, -2.086, -0.502], [-0.224, -3.061, -1.281], [-1.024, -0.819, -1.023], [-1.268, -3.080, 1.385], [-1.354, -1.313, 1.487], [1.078, -1.317, 0.920], [-2.151, -2.437, -0.594], [0.816, -2.734, -1.241], [-0.538, -3.068, -2.326], [-0.298, -4.079, -0.883]], "forces_ev_per_a": [[0.506, -0.585, 0.712], [-0.159, -0.159, 0.065], [0.007, 0.051, -0.011], [0.162, -0.243, 0.289], [-0.049, -0.339, 0.089], [0.024, 0.029, 0.000], [0.205, 0.921, -0.095], [0.142, 0.073, -0.029], [-0.067, -0.021, -0.198], [0.014, -0.127, 0.006], [0.013, 0.040, -0.038], [0.000, 0.010, -0.008], [0.000, -0.028, -0.014], [0.002, 0.062, -0.010], [0.045, 0.063, -0.029], [-0.058, 0.010, -0.052], [-0.019, 0.013, -0.012], [0.000, 0.044, 0.040], [0.009, -0.018, -0.035], [0.000, -0.012, -0.005], [-0.007, 0.084, 0.006], [0.066, -0.055, 0.118], [-0.045, 0.033, -0.032], [-0.001, -0.039, 0.068], [0.013, 0.029, -0.016], [-0.024, -0.055, -0.036], [0.052, 0.005, -0.023], [-0.016, 0.033, 0.014], [0.007, 0.003, -0.001], [0.012, -0.006, -0.011], [-0.012, -0.034, 0.003], [0.005, 0.041, -0.087], [0.019, 0.025, -0.008], [-0.006, -0.027, -0.011], [-0.026, -0.010, 0.002], [-0.007, 0.016, 0.016], [0.021, 0.026, 0.000], [-0.006, -0.049, 0.025], [0.002, 0.024, -0.026], [-0.001, 0.026, -0.003], [0.016, 0.030, 0.009], [0.004, -0.026, 0.011], [0.019, -0.028, 0.043], [0.037, -0.043, 0.090], [-0.096, 0.040, -0.078], [-0.009, -0.065, 0.074], [-0.617, 0.420, -0.716], [0.113, -0.018, 0.099], [-0.086, 0.044, -0.077], [0.004, 0.012, -0.024], [0.005, 0.021, -0.034], [0.012, -0.012, 0.041], [0.039, 0.011, 0.005], [0.020, -0.006, -0.019], [0.018, -0.036, 0.039], [0.084, 0.068, 0.016], [-0.153, -0.120, 0.052], [0.055, -0.052, 0.082], [0.089, -0.060, -0.038], [-0.271, 0.024, 0.010], [0.085, 0.067, 0.012], [0.010, 0.008, 0.002], [-0.017, 0.015, -0.009], [-0.030, 0.000, 0.019], [0.180, -0.062, -0.200], [0.047, 0.005, 0.051], [0.003, -0.023, -0.028], [0.012, 0.016, 0.013], [0.012, -0.001, 0.027], [-0.187, -0.065, 0.085], [0.150, -0.123, 0.071], [-0.050, 0.030, 0.087], [-0.285, -0.152, -0.355], [0.022, 0.007, 0.081], [-0.074, 0.084, -0.020], [0.036, 0.211, -0.089], [-0.052, -0.041, 0.017], [-0.012, -0.038, 0.007], [0.011, -0.022, 0.022], [0.033, 0.031, -0.042]], "homo_energy_ev": [-6.06, -5.15], "multiplicity": 4, "e_above_lowest_kj_mol": 110.4, "s2": 3.77, "e_tot_ev": -72743.722}

---

{"formula": "C41H65N6O4SSbTi", "method": "ωB97M-V/def2-TZVPD", "symbols": ["Ti", "N", "C", "C", "C", "C", "C", "C", "C", "C", "N", "C", "H", "H", "H", "H", "H", "H", "H", "H", "C", "C", "C", "C", "C", "C", "C", "C", "C", "C", "C", "C", "N", "H", "H", "H", "H", "H", "H", "H", "H", "H", "H", "H", "H", "H", "H", "H", "H", "H", "C", "C", "C", "C", "Sb", "C", "C", "C", "C", "C", "C", "C", "C", "H", "H", "H", "H", "H", "H", "H", "H", "H", "H", "H", "H", "H", "H", "H", "H", "H", "H", "H", "H", "H", "H", "H", "H", "H", "H", "H", "C", "C", "S", "O", "O", "C", "C", "N", "C", "N", "C", "C", "N", "O", "O", "C", "H", "H", "H", "H", "H", "H", "H", "H", "H", "H", "H", "H", "H"], "coordinates": [[-0.880, 1.178, 0.226], [-2.322, 0.254, 1.607], [-2.409, -1.162, 1.210], [-3.314, -2.018, 1.759], [-3.400, -3.350, 1.303], [-2.591, -3.785, 0.293], [-1.645, -2.913, -0.288], [-0.790, -3.285, -1.357], [0.104, -2.391, -1.866], [0.161, -1.102, -1.320], [-0.635, -0.718, -0.344], [-1.544, -1.602, 0.192], [-2.091, 0.314, 2.594], [-3.241, 0.675, 1.512], [-3.981, -1.676, 2.541], [-4.120, -4.019, 1.754], [-2.666, -4.802, -0.075], [-0.860, -4.288, -1.766], [0.758, -2.646, -2.688], [0.836, -0.360, -1.714], [-2.425, 3.609, 1.157], [-2.345, 4.477, -0.098], [-0.904, 4.915, -0.396], [-2.981, 3.865, -1.340], [-3.828, 4.668, -2.091], [-4.415, 4.198, -3.253], [-4.177, 2.892, -3.653], [-3.343, 2.046, -2.932], [-3.158, 0.618, -3.426], [-1.714, 0.364, -3.878], [-3.637, -0.416, -2.399], [-2.716, 2.554, -1.780], [-1.825, 1.748, -1.032], [-2.173, 4.180, 2.050], [-1.716, 2.773, 1.127], [-3.419, 3.181, 1.282], [-2.921, 5.372, 0.135], [-0.353, 4.079, -0.821], [-0.401, 5.274, 0.509], [-0.894, 5.721, -1.129], [-4.030, 5.682, -1.756], [-5.061, 4.841, -3.838], [-4.655, 2.511, -4.548], [-3.797, 0.513, -4.303], [-1.022, 0.488, -3.047], [-1.428, 1.071, -4.661], [-1.607, -0.647, -4.280], [-3.148, -0.272, -1.438], [-3.423, -1.431, -2.746], [-4.714, -0.334, -2.245], [3.479, -4.051, -1.708], [4.528, -3.180, -1.015], [5.314, -4.002, 0.007], [5.473, -2.600, -2.067], [3.415, -1.506, -0.132], [2.665, -2.282, 1.793], [3.735, -2.482, 2.867], [1.627, -1.267, 2.285], [1.950, -3.600, 1.503], [4.942, -0.028, 0.435], [4.300, 0.922, 1.443], [6.221, -0.632, 1.019], [5.263, 0.747, -0.842], [3.971, -4.928, -2.149], [2.989, -3.509, -2.523], [2.713, -4.416, -1.019], [5.888, -4.778, -0.517], [4.662, -4.515, 0.715], [6.027, -3.398, 0.569], [5.898, -3.420, -2.660], [6.310, -2.062, -1.620], [4.958, -1.930, -2.763], [4.171, -1.535, 3.190], [4.542, -3.133, 2.530], [3.286, -2.950, 3.754], [2.082, -0.303, 2.530], [1.140, -1.645, 3.196], [0.850, -1.108, 1.527], [2.640, -4.387, 1.197], [1.192, -3.489, 0.718], [1.442, -3.950, 2.411], [4.125, 0.445, 2.410], [3.342, 1.309, 1.070], [4.968, 1.777, 1.623], [6.032, -1.235, 1.905], [6.909, 0.174, 1.312], [6.748, -1.248, 0.291], [5.724, 0.121, -1.606], [5.970, 1.556, -0.612], [4.361, 1.192, -1.280], [7.508, 5.117, -0.538], [6.627, 6.347, -0.321], [5.375, 6.084, 0.892], [4.541, 7.256, 0.979], [5.957, 5.510, 2.078], [4.329, 4.796, 0.188], [3.096, 4.786, 1.096], [2.271, 3.551, 0.984], [1.895, 2.923, -0.149], [1.101, 1.888, 0.130], [0.949, 1.889, 1.498], [1.632, 2.916, 2.025], [1.668, 3.241, 3.452], [2.482, 4.033, 3.850], [0.820, 2.678, 4.109], [2.281, 3.300, -1.532], [8.386, 5.394, -1.119], [6.982, 4.332, -1.086], [7.848, 4.715, 0.416], [6.110, 6.686, -1.220], [7.183, 7.188, 0.102], [4.894, 3.862, 0.255], [4.121, 5.066, -0.845], [2.466, 5.653, 0.916], [3.426, 4.834, 2.125], [0.445, 1.091, 2.046], [3.344, 3.128, -1.699], [2.063, 4.350, -1.731], [1.714, 2.686, -2.226]], "forces_ev_per_a": [[-1.128, 1.279, -1.777], [0.186, -0.503, -0.137], [0.061, 0.213, 0.034], [-0.194, -0.181, 0.096], [-0.041, 0.051, 0.079], [0.002, -0.104, -0.044], [0.067, -0.126, -0.044], [-0.032, -0.158, -0.035], [0.030, -0.073, -0.107], [-0.191, -0.060, -0.101], [-0.102, -1.195, -0.139], [0.072, 0.056, -0.057], [0.035, 0.011, 0.179], [-0.117, 0.132, -0.080], [0.004, -0.011, -0.001], [0.002, 0.027, -0.012], [0.014, 0.051, 0.016], [-0.008, 0.066, 0.036], [0.006, 0.006, 0.064], [0.109, 0.049, -0.059], [-0.318, 0.309, -0.119], [0.197, -0.206, -0.137], [-0.173, 0.124, 0.129], [0.101, 0.086, 0.208], [-0.024, 0.055, 0.015], [0.016, -0.050, -0.021], [-0.053, 0.024, -0.028], [-0.023, -0.220, -0.117], [0.230, 0.061, 0.203], [-0.124, 0.049, -0.120], [-0.070, 0.001, -0.156], [0.151, -0.214, 0.145], [0.142, 0.343, 0.581], [0.059, -0.021, 0.031], [0.191, 0.113, 0.355], [-0.024, -0.021, 0.028], [-0.056, 0.053, 0.006], [0.125, -0.108, -0.037], [-0.020, -0.034, -0.046], [0.003, -0.029, 0.006], [0.022, -0.089, -0.028], [0.023, -0.059, 0.048], [0.027, 0.026, 0.047], [-0.009, 0.014, -0.062], [0.041, -0.007, 0.024], [-0.010, -0.061, 0.049], [-0.008, 0.052, 0.042], [0.026, -0.012, 0.040], [-0.021, 0.058, 0.000], [0.019, -0.003, 0.018], [0.077, -0.103, -0.065], [0.025, 0.097, 0.284], [0.050, -0.094, -0.200], [0.026, -0.146, -0.057], [-0.087, 0.082, -0.085], [0.197, 0.086, -0.047], [-0.156, -0.076, 0.066], [-0.005, -0.088, 0.138], [-0.060, -0.020, 0.094], [0.078, -0.305, 0.099], [0.022, 0.106, -0.021], [0.025, 0.267, -0.062], [0.040, 0.127, 0.036], [-0.046, 0.062, 0.019], [0.021, -0.025, 0.048], [0.052, 0.015, -0.077], [-0.061, 0.071, 0.039], [0.026, 0.018, -0.006], [-0.022, -0.009, -0.011], [-0.029, 0.071, 0.046], [-0.038, -0.015, -0.028], [0.018, -0.026, 0.017], [0.012, -0.037, -0.012], [-0.026, 0.017, 0.011], [0.028, 0.050, -0.070], [0.005, -0.128, 0.008], [0.040, 0.034, -0.054], [0.098, -0.048, 0.108], [-0.047, 0.033, 0.028], [0.043, -0.011, 0.047], [0.018, 0.020, -0.061], [0.022, 0.044, -0.047], [0.339, -0.205, 0.067], [-0.048, -0.055, 0.005], [-0.015, -0.021, 0.024], [-0.064, -0.057, -0.023], [-0.015, -0.003, 0.027], [-0.013, 0.033, 0.018], [-0.030, -0.032, -0.021], [0.065, -0.053, 0.026], [-0.052, 0.118, 0.012], [0.152, -0.165, -0.019], [-0.099, 0.077, 0.239], [0.112, -0.154, -0.025], [-0.089, 0.087, -0.096], [-0.102, -0.027, 0.208], [0.201, -0.152, -0.291], [0.024, 0.429, 0.108], [0.060, -0.017, -0.212], [-0.176, 0.123, 0.435], [-0.026, -0.297, 0.360], [0.295, 0.310, 0.176], [-0.049, 0.197, -0.235], [0.096, -0.040, 0.011], [-0.020, -0.204, -0.015], [-0.047, 0.105, 0.057], [-0.035, 0.001, -0.027], [0.006, 0.032, 0.015], [-0.005, 0.031, -0.011], [0.101, 0.051, 0.012], [0.020, -0.010, -0.084], [-0.112, 0.026, -0.090], [-0.011, -0.031, 0.050], [-0.100, -0.005, -0.117], [0.018, -0.023, 0.125], [0.156, 0.179, 0.127], [-0.048, -0.020, -0.015], [0.000, -0.023, 0.017], [-0.049, -0.041, -0.041]], "homo_energy_ev": -12.39, "e_above_lowest_kj_mol": 142.7, "e_tot_ev": -101175.264, "total_charge": 2}

---

{"formula": "C15H17BBr39FIO2", "method": "ωB97M-V/def2-TZVPD", "symbols": ["O", "C", "O", "C", "B", "F", "I", "H", "H", "H", "H", "C", "Br", "Br", "Br", "H", "C", "Br", "Br", "Br", "H", "C", "Br", "Br", "Br", "H", "C", "Br", "Br", "Br", "H", "C", "Br", "Br", "Br", "H", "C", "Br", "Br", "Br", "H", "C", "Br", "Br", "Br", "H", "C", "Br", "Br", "Br", "H", "C", "Br", "Br", "Br", "H", "C", "Br", "Br", "Br", "H", "C", "Br", "Br", "Br", "H", "C", "Br", "Br", "Br", "H", "C", "Br", "Br", "Br", "H"], "coordinates": [[-3.150, 5.167, -0.232], [-3.374, 4.022, 0.248], [-4.624, 3.433, -0.079], [-2.217, 3.361, 1.118], [-1.980, 4.299, 2.475], [-0.544, 4.634, 2.573], [-2.510, 2.986, 4.219], [-4.930, 2.892, 0.687], [-2.370, 2.264, 1.392], [-1.252, 3.466, 0.512], [-2.655, 5.279, 2.478], [-3.370, -1.106, 1.572], [-4.236, -2.516, 0.557], [-1.440, -1.180, 1.410], [-4.051, 0.647, 1.113], [-3.608, -1.277, 2.621], [-3.707, 9.025, 0.614], [-2.280, 10.117, -0.117], [-3.351, 8.509, 2.447], [-5.437, 9.883, 0.429], [-3.740, 8.108, 0.027], [2.473, 0.405, 1.837], [2.448, -0.101, 3.709], [1.613, -0.930, 0.720], [1.722, 2.169, 1.558], [3.518, 0.451, 1.533], [-0.113, -4.200, -0.920], [-1.510, -3.376, -1.980], [-0.831, -5.143, 0.615], [1.031, -5.337, -1.994], [0.511, -3.395, -0.534], [2.689, -3.463, -5.011], [0.945, -4.147, -5.511], [3.503, -2.451, -6.450], [2.622, -2.442, -3.363], [3.329, -4.324, -4.826], [6.578, 1.804, 1.063], [6.554, 1.300, 2.936], [5.719, 0.470, -0.054], [5.829, 3.570, 0.783], [7.621, 1.850, 0.759], [3.715, -5.564, -9.879], [5.091, -4.405, -10.600], [4.076, -6.051, -8.038], [1.945, -4.799, -10.088], [3.735, -6.482, -10.461], [8.640, -5.839, -7.266], [7.776, -7.574, -7.212], [8.923, -5.229, -9.084], [7.684, -4.525, -6.207], [9.622, -5.958, -6.814], [-6.005, 4.308, 6.027], [-6.452, 3.314, 4.423], [-4.827, 5.799, 5.647], [-7.592, 4.870, 6.991], [-5.459, 3.631, 6.679], [5.503, -1.951, -14.368], [3.861, -1.753, -13.357], [6.903, -0.783, -13.707], [6.085, -3.800, -14.442], [5.288, -1.644, -15.389], [-3.305, -4.844, 3.766], [-4.943, -4.623, 4.780], [-1.897, -3.678, 4.410], [-2.736, -6.697, 3.708], [-3.522, -4.545, 2.741], [-3.740, 4.107, 9.961], [-4.671, 2.764, 8.915], [-1.814, 3.945, 9.793], [-4.352, 5.899, 9.543], [-3.985, 3.922, 11.004], [-2.934, -1.385, 9.578], [-3.380, -2.375, 7.971], [-1.759, 0.111, 9.200], [-4.522, -0.830, 10.547], [-2.387, -2.063, 10.229]], "forces_ev_per_a": [[-1.203, -3.936, 1.273], [1.765, 3.069, -1.212], [1.259, 0.175, 1.584], [-0.668, -0.409, -0.698], [1.691, 0.260, -1.228], [-1.350, -0.415, 0.032], [-0.057, -0.489, 0.848], [0.406, 0.562, -0.730], [0.379, 1.969, -0.692], [-1.457, -0.072, 0.576], [-0.181, 0.180, 0.331], [-0.076, 0.128, 0.359], [0.070, 0.123, 0.175], [-0.683, 0.135, -0.018], [-0.159, -1.322, -0.121], [0.047, 0.024, -0.236], [0.055, -0.296, 0.098], [-0.257, -0.116, 0.134], [-0.079, 0.167, -0.421], [0.275, -0.066, 0.032], [0.033, 0.167, 0.157], [0.170, 0.464, 0.087], [-0.066, 0.039, -0.359], [0.530, 0.136, 0.003], [0.015, -0.467, 0.168], [-0.343, -0.138, 0.085], [-0.053, 0.174, 0.005], [0.349, -0.228, 0.140], [0.112, 0.097, -0.269], [-0.321, -0.121, 0.367], [-0.140, -0.194, -0.081], [-0.002, -0.102, 0.051], [0.324, 0.209, -0.020], [-0.153, -0.125, 0.249], [0.075, 0.080, -0.390], [-0.155, 0.208, -0.054], [0.128, 0.147, -0.006], [-0.099, 0.066, -0.359], [0.143, 0.216, 0.162], [0.082, -0.410, 0.076], [-0.273, -0.043, 0.066], [-0.008, -0.041, -0.035], [-0.262, -0.193, 0.195], [-0.046, 0.080, -0.315], [0.341, -0.088, 0.078], [-0.002, 0.234, 0.156], [0.062, 0.028, 0.061], [0.131, 0.323, -0.033], [-0.101, -0.121, 0.327], [0.111, -0.250, -0.248], [-0.254, 0.026, -0.119], [0.266, 0.019, -0.226], [-0.090, 0.238, 0.304], [-0.386, -0.230, 0.036], [0.200, -0.074, -0.132], [-0.163, 0.245, -0.287], [-0.081, 0.051, -0.071], [0.343, -0.051, -0.164], [-0.256, -0.246, -0.074], [-0.084, 0.329, 0.050], [0.069, -0.083, 0.260], [0.046, 0.119, -0.093], [0.319, -0.034, -0.136], [-0.325, -0.241, -0.091], [-0.079, 0.309, 0.026], [0.047, -0.065, 0.215], [-0.009, 0.052, 0.072], [0.267, 0.187, 0.363], [-0.378, 0.068, -0.033], [0.135, -0.392, 0.068], [0.056, 0.019, -0.280], [0.162, -0.038, -0.012], [0.057, 0.217, 0.266], [-0.306, -0.312, 0.048], [0.257, -0.099, -0.184], [-0.170, 0.168, -0.156]], "homo_energy_ev": -5.30, "e_tot_ev": -2763076.908, "total_charge": -1}